[1]
{"formula": "C33H102N24O15", "method": "ωB97M-V with the def2-TZVPD basis set", "charge": 0, "de_lowest_kj_mol": 127.4, "species": ["C", "C", "C", "O", "C", "N", "H", "H", "H", "H", "H", "H", "H", "H", "H", "H", "H", "C", "C", "C", "O", "C", "N", "H", "H", "H", "H", "H", "H", "H", "H", "H", "H", "H", "C", "C", "C", "O", "C", "N", "H", "H", "H", "H", "H", "H", "H", "H", "H", "H", "H", "C", "C", "C", "O", "C", "N", "H", "H", "H", "H", "H", "H", "H", "H", "H", "H", "H", "C", "C", "C", "O", "C", "N", "H", "H", "H", "H", "H", "H", "H", "H", "H", "H", "H", "C", "C", "C", "O", "C", "N", "H", "H", "H", "H", "H", "H", "H", "H", "H", "H", "H", "C", "O", "N", "N", "H", "H", "H", "H", "C", "O", "N", "N", "H", "H", "H", "H", "C", "O", "N", "N", "H", "H", "H", "H", "C", "O", "N", "N", "H", "H", "H", "H", "C", "O", "N", "N", "H", "H", "H", "H", "C", "O", "N", "N", "H", "H", "H", "H", "C", "O", "N", "N", "H", "H", "H", "H", "C", "O", "N", "N", "H", "H", "H", "H", "C", "O", "N", "N", "H", "H", "H", "H"], "xyz": [[-5.21354, 1.49384, 1.70295], [-4.53819, 2.89148, 1.74340], [-3.78892, 3.10308, 3.07721], [-4.87343, 3.18150, 4.13666], [-4.14335, 3.38481, 5.37817], [-3.52441, 2.95388, 0.69180], [-5.83369, 1.38262, 0.80628], [-5.80749, 1.15704, 2.54420], [-4.32764, 0.85045, 1.69379], [-5.31202, 3.65860, 1.62878], [-3.35157, 4.10440, 3.10426], [-2.99456, 2.39999, 3.30536], [-4.90601, 3.44738, 6.17005], [-3.53581, 4.32887, 5.29748], [-3.32546, 2.62838, 5.50613], [-4.08573, 2.94164, -0.13321], [-2.99181, 3.79910, 0.71934], [1.30166, -4.46078, -0.60498], [1.91963, -4.02015, 0.67812], [2.40139, -5.27335, 1.40732], [3.30822, -4.95927, 2.45699], [4.20624, -5.95648, 2.99578], [3.01563, -3.05934, 0.48483], [0.23306, -4.29427, -0.55484], [1.50499, -5.54358, -0.76563], [1.60193, -3.80588, -1.37529], [1.16363, -3.46852, 1.26477], [2.97028, -5.89025, 0.60513], [1.50757, -5.77797, 1.83046], [4.79740, -6.39055, 2.19079], [3.71405, -6.73766, 3.51206], [4.91762, -5.44838, 3.63843], [3.62646, -3.52732, -0.11673], [3.43926, -3.07216, 1.45460], [-0.98528, 1.61959, 9.00822], [-1.19845, 1.02727, 7.56892], [-0.66029, 2.02705, 6.54443], [-1.12793, 1.49332, 5.31758], [-0.28913, 1.97043, 4.22638], [-0.49373, -0.22574, 7.54238], [-1.31013, 0.86084, 9.72976], [-1.65389, 2.51466, 9.06246], [0.09797, 1.79604, 9.18116], [-2.21712, 0.85709, 7.30425], [0.42140, 2.07428, 6.61548], [-1.00202, 3.03138, 6.68971], [-0.58804, 2.98003, 3.90139], [-0.54824, 1.31751, 3.35870], [0.75177, 1.86718, 4.41217], [0.49756, -0.17126, 7.39758], [-0.96902, -0.89923, 6.93476], [3.91646, -0.82956, -10.81036], [4.61952, -0.15034, -9.63815], [3.60750, 0.58263, -8.73252], [4.34650, 1.49932, -7.91892], [3.57477, 2.06900, -6.89096], [5.42083, -1.03390, -8.84737], [3.31015, -1.67969, -10.47054], [4.59926, -1.23799, -11.49288], [3.27005, -0.17101, -11.38216], [5.14998, 0.72497, -10.06054], [3.03545, -0.14561, -8.10767], [2.93147, 1.16930, -9.36535], [3.04247, 2.92493, -7.27505], [4.29104, 2.40776, -6.13566], [2.90347, 1.38679, -6.33405], [6.27099, -0.58515, -8.45400], [5.80653, -1.77889, -9.43231], [-1.87473, -1.04476, 1.12917], [-1.10992, -0.30089, 0.03082], [-0.38004, -1.26063, -0.79184], [0.43545, -0.56409, -1.73941], [0.66046, -1.29475, -2.98755], [-1.90298, 0.65578, -0.74927], [-2.06121, -0.32716, 1.93423], [-1.30461, -1.84945, 1.63732], [-2.85062, -1.28313, 0.82489], [-0.37662, 0.33530, 0.54225], [-1.16393, -1.96320, -1.28023], [0.17979, -1.98873, -0.22254], [-0.30788, -1.68986, -3.38170], [1.43976, -2.07922, -2.76821], [1.03506, -0.57835, -3.67760], [-2.20288, 1.47632, -0.20089], [-2.75162, 0.19267, -1.10399], [-4.00966, -1.37680, 4.00344], [-4.11161, -1.45897, 5.50813], [-5.24366, -2.36673, 5.90869], [-6.53995, -2.10282, 5.42969], [-7.21762, -0.94414, 5.90727], [-2.80113, -1.84425, 6.21882], [-3.38890, -0.51056, 3.76541], [-5.01795, -1.19538, 3.64895], [-3.60440, -2.25511, 3.53498], [-4.33651, -0.47293, 5.90563], [-5.30078, -2.36410, 6.99467], [-5.00234, -3.40259, 5.60863], [-8.28611, -1.09392, 6.04777], [-7.08883, -0.02755, 5.31788], [-6.86690, -0.66222, 6.89842], [-2.38042, -2.63014, 5.78609], [-2.98610, -2.11037, 7.23208], [0.60468, -2.16247, 4.25014], [-0.22671, -3.07004, 4.44549], [0.33271, -0.85838, 4.21875], [1.89805, -2.50824, 4.16453], [1.22006, -0.45371, 4.48272], [-0.67347, -0.60019, 4.52925], [2.19335, -3.47247, 4.08920], [2.65379, -1.84622, 4.01940], [4.81189, -5.02154, -2.07507], [4.47232, -5.89017, -1.30470], [5.46084, -3.87827, -1.72258], [4.64131, -5.14584, -3.45456], [5.63332, -3.09821, -2.35347], [5.74081, -3.75439, -0.74808], [4.85797, -4.26893, -3.91428], [3.97234, -5.79589, -3.82399], [2.94571, -3.40594, -6.56792], [2.45845, -4.35447, -7.17951], [4.23818, -3.28151, -6.23384], [2.12969, -2.35610, -6.12748], [4.60917, -2.42554, -5.93912], [4.91107, -3.81349, -6.70791], [2.51670, -1.60519, -5.56075], [1.12632, -2.59644, -6.13555], [4.36942, -0.84362, -2.91575], [5.05707, -1.73709, -3.33582], [3.92162, -0.78605, -1.63610], [4.13146, 0.25148, -3.74676], [3.82573, -1.71094, -1.18717], [3.34070, 0.00009, -1.35856], [4.82974, 0.35248, -4.52552], [3.68814, 1.06133, -3.38108], [2.54734, 1.03109, 2.24490], [2.71718, 1.15062, 3.46696], [1.49725, 0.39842, 1.65688], [3.47970, 1.51295, 1.29940], [1.47583, 0.19262, 0.69058], [1.06049, -0.24212, 2.36304], [3.04786, 1.74244, 0.38361], [4.17017, 2.16047, 1.62596], [2.13805, 2.67035, -2.11129], [3.06217, 1.94211, -1.67815], [2.33632, 3.92267, -2.58949], [0.86229, 2.28140, -2.31550], [1.60441, 4.41848, -3.05670], [3.24404, 4.05618, -2.96754], [0.49266, 1.42768, -1.85666], [0.16528, 2.96510, -2.59891], [-5.85342, 1.82750, -2.60447], [-5.03723, 2.61715, -2.13973], [-5.45980, 0.61772, -3.27152], [-7.23361, 2.03808, -2.39907], [-5.95342, 0.20557, -4.05002], [-4.48809, 0.40202, -3.47284], [-7.86452, 1.25792, -2.42850], [-7.44465, 2.74927, -1.67706], [-2.06663, 4.22014, -3.07593], [-0.84014, 4.38813, -3.19873], [-2.53048, 3.00164, -3.30694], [-2.80827, 5.26544, -2.76144], [-1.84733, 2.22708, -3.28662], [-3.41609, 2.87180, -2.78980], [-3.63383, 4.90823, -2.29191], [-2.38077, 6.03714, -2.20957], [-0.80694, 5.87785, 0.07400], [-1.50135, 5.68738, 1.02884], [-1.06194, 6.86415, -0.82005], [0.26278, 5.17118, -0.23986], [-0.39707, 7.21289, -1.37674], [-1.52990, 7.67018, -0.38804], [0.79155, 5.13990, -1.10534], [0.32983, 4.25569, 0.13701]], "forces_ev_per_a": [[1.1, 0.3, -0.3], [0.3, -0.6, 1.6], [-3.1, 1.4, 0.6], [3.0, -0.6, -0.3], [0.3, 0.4, -0.9], [-0.6, -0.8, 0.1], [0.3, -0.1, -0.1], [-0.1, 0.6, 0.4], [-0.4, -0.5, -0.4], [0.2, 0.2, 0.2], [0.3, 0.0, -0.3], [-0.2, -0.6, 0.1], [0.7, -0.2, -0.1], [-0.8, -0.3, 0.3], [-1.1, 0.0, 0.2], [0.1, 0.1, -1.2], [0.2, 0.8, 0.1], [-1.0, -1.1, 0.4], [0.1, 0.8, 1.2], [1.0, -1.4, -0.5], [0.2, 0.4, 0.9], [0.0, 1.1, -1.7], [-1.0, 0.4, 2.5], [-0.4, -0.4, 0.0], [-0.1, 0.9, -0.5], [0.8, 0.3, -1.3], [0.2, -0.4, 0.2], [-1.0, 0.6, 1.4], [0.5, -0.2, -0.4], [0.0, -0.2, -0.3], [-0.8, -0.7, 0.7], [-0.2, 0.2, 0.2], [1.7, -0.8, -1.0], [0.0, 0.4, -1.6], [-1.2, -0.1, -1.0], [2.3, 1.2, 1.7], [-0.8, -1.4, 0.3], [1.6, 1.0, -1.3], [-2.6, -0.7, -1.1], [-0.9, -1.2, -0.3], [0.0, 0.3, -0.1], [0.9, -0.3, 0.5], [-0.8, 0.3, -0.1], [-0.9, -0.2, 0.2], [0.5, -0.2, -0.2], [-0.6, 0.8, 0.1], [0.3, 0.0, 0.4], [0.3, 0.5, 0.5], [0.8, 0.1, 0.4], [0.2, 0.1, -0.2], [0.5, 0.3, 0.1], [-1.0, -0.3, 1.3], [-1.2, 2.0, -0.3], [0.1, -0.3, 0.0], [-0.3, -1.0, 0.1], [0.7, 0.0, 0.7], [1.8, -0.8, 0.2], [0.0, 0.2, 0.1], [1.3, -0.5, -1.0], [-0.1, 0.3, 0.2], [0.4, -0.5, 0.0], [0.3, 0.5, -0.3], [-0.2, -0.1, 0.0], [-0.5, 0.3, 0.0], [0.0, 0.3, -0.1], [0.1, 0.0, -0.7], [-1.1, -0.1, -0.3], [-0.3, 0.2, 0.2], [1.3, 1.2, 1.3], [-0.2, 1.5, 1.6], [-0.8, -1.7, -2.4], [-0.4, -1.0, -0.7], [-0.2, -0.6, 2.0], [-0.5, -0.3, -0.4], [0.1, 0.1, 0.0], [-0.4, 0.1, -0.6], [-1.2, -1.1, -0.6], [-0.3, -0.1, -0.1], [1.0, 1.1, 0.0], [0.6, 0.2, 0.5], [0.8, 0.0, 0.4], [-1.0, 0.5, -0.6], [0.5, 0.6, -0.6], [0.0, -0.7, 0.0], [0.4, 0.3, 0.3], [0.4, 1.0, 0.6], [1.2, -0.2, 0.9], [-0.1, -1.0, 0.9], [-0.8, 0.6, -0.8], [0.6, 0.4, 0.7], [-2.1, 0.8, 1.0], [0.0, -0.1, -0.3], [-0.1, 0.0, -0.3], [0.2, -0.5, -0.1], [-0.1, 0.4, -0.1], [0.1, -0.1, 0.5], [-0.2, 0.3, 0.0], [0.0, -0.6, -0.4], [0.2, -0.4, -0.4], [0.3, -0.1, 0.3], [0.5, -1.0, -0.6], [0.2, 0.5, -1.8], [-1.7, -3.8, 1.1], [0.0, 1.0, -0.6], [-1.7, 0.5, -0.1], [2.3, 0.2, -0.4], [-0.7, 1.9, 0.3], [2.8, -0.1, -0.2], [-0.5, 0.1, 0.0], [-0.4, 0.0, 0.0], [0.2, -0.2, -1.7], [-0.4, -0.5, 1.0], [0.5, 0.3, 1.2], [0.8, 1.2, 1.1], [-0.3, -0.2, 0.0], [-0.2, -0.4, -0.7], [-0.5, -0.5, -0.7], [-0.1, 0.1, 0.0], [-2.0, 0.0, -0.3], [0.6, 0.6, 0.4], [0.3, -0.4, 0.4], [-0.2, -0.7, -0.3], [0.2, 1.4, 0.6], [0.5, -1.0, -0.8], [-0.4, -0.4, -0.1], [1.1, 0.6, 0.1], [-0.3, 2.7, 0.5], [1.1, -2.0, -1.3], [-0.3, -0.9, -0.3], [1.0, -1.1, -1.2], [-0.1, 1.1, 0.0], [0.1, -0.3, 0.0], [-1.2, -0.1, 1.4], [-0.1, 0.6, 0.4], [2.0, 1.0, -0.6], [-0.4, -0.6, -1.1], [-0.5, -0.5, 2.9], [-1.8, -0.3, -0.1], [0.4, -0.4, -0.7], [-0.1, 0.7, -1.3], [0.9, -0.2, 0.7], [0.0, 0.2, 0.2], [-0.8, -1.2, -0.8], [-1.0, 1.1, -0.1], [1.0, 0.8, 0.4], [-0.5, -1.5, 1.5], [-0.5, -0.2, -0.3], [0.8, 0.4, 0.0], [0.5, 0.5, -0.5], [0.1, 0.3, -0.2], [-0.5, -1.1, 0.0], [-0.5, -0.5, -0.2], [-0.4, 0.9, 0.2], [1.6, 0.3, 0.1], [-0.9, 0.4, 0.4], [0.0, 1.0, 0.7], [0.0, -0.2, -0.1], [0.4, -0.8, -0.9], [4.8, 0.1, -0.7], [1.2, 0.4, -0.1], [-2.2, -1.4, 0.7], [-2.8, 0.9, 1.6], [-0.7, 1.0, 0.1], [0.4, -0.9, -0.7], [-0.6, 0.7, -0.2], [0.1, -1.0, -0.8], [0.4, 0.4, -0.9], [-1.3, -0.5, 1.6], [-4.1, 1.7, 1.8], [2.5, -2.1, -0.6], [3.4, 0.9, -2.6], [-0.1, -0.8, -0.1], [-0.6, 0.9, -0.1], [-0.2, -0.6, 1.0]], "lowdin_charge": [-0.036, -0.402, -0.137, -0.209, -0.110, 0.053, 0.066, 0.066, 0.058, 0.136, 0.116, 0.102, 0.089, 0.091, 0.069, 0.031, 0.047, -0.055, -0.453, -0.191, -0.240, -0.061, 0.068, 0.072, 0.099, 0.047, 0.120, 0.130, 0.140, 0.086, 0.069, 0.085, 0.003, 0.097, -0.062, -0.435, -0.218, -0.233, -0.095, 0.040, 0.065, 0.078, 0.081, 0.116, 0.124, 0.112, 0.096, 0.069, 0.048, 0.070, 0.028, -0.059, -0.462, -0.202, -0.195, -0.134, 0.041, 0.089, 0.052, 0.078, 0.139, 0.123, 0.122, 0.080, 0.079, 0.081, 0.095, 0.077, -0.042, -0.462, -0.230, -0.237, -0.064, 0.065, 0.052, 0.092, 0.060, 0.101, 0.158, 0.092, 0.098, 0.088, 0.052, 0.043, 0.077, -0.045, -0.397, -0.237, -0.179, -0.101, 0.057, 0.060, 0.076, 0.082, 0.124, 0.114, 0.140, 0.082, 0.082, 0.081, 0.033, 0.109, -0.710, -0.013, 0.148, 0.174, 0.087, 0.146, 0.097, 0.105, -0.681, 0.015, 0.145, 0.158, 0.049, 0.116, 0.055, 0.097, -0.669, 0.008, 0.175, 0.139, 0.063, 0.096, 0.068, 0.112, -0.666, -0.004, 0.198, 0.158, 0.073, 0.057, 0.124, 0.038, -0.622, -0.011, 0.167, 0.151, 0.063, 0.089, 0.060, 0.090, -0.627, -0.051, 0.168, 0.199, 0.080, 0.101, 0.085, 0.039, -0.548, -0.021, 0.143, 0.144, 0.091, 0.090, 0.090, 0.120, -0.709, -0.056, 0.183, 0.185, 0.115, 0.047, 0.096, 0.094, -0.729, 0.059, 0.151, 0.196, 0.054, 0.135, 0.078, 0.100]}

[2]
{"formula": "C5H10N3O", "method": "ωB97M-V with the def2-TZVPD basis set", "charge": 1, "de_lowest_kj_mol": 411.4, "smiles": "[H]/N=C(\\C)N(C)[N+](C)=C=O", "species": ["C", "C", "C", "C", "C", "N", "N", "N", "O", "H", "H", "H", "H", "H", "H", "H", "H", "H", "H"], "xyz": [[2.56897, 1.11616, 0.00899], [0.21370, -1.02126, 0.31943], [-0.79091, -1.87442, -0.38550], [-0.17191, 0.61328, -1.51232], [0.76138, 1.97372, 1.40777], [0.56816, 0.10033, -0.37990], [0.78971, -1.14504, 1.45079], [1.36463, 1.09634, 0.33489], [3.60384, 0.90937, -0.39193], [-1.21658, -2.66950, 0.37525], [-0.39748, -2.35362, -1.32920], [-1.54071, -1.22935, -0.62730], [0.03367, -0.13841, -2.34951], [0.33966, 1.60120, -1.68609], [-1.19468, 0.65092, -1.19581], [1.15201, 1.58688, 2.47071], [-0.37643, 1.89166, 1.43849], [0.87714, 3.13211, 1.19707], [0.48111, -2.05904, 2.01677]], "forces_ev_per_a": [[0.5, -1.6, -0.6], [1.1, -1.0, 2.1], [1.3, -3.3, 1.6], [2.0, -0.2, -0.9], [-0.6, 1.2, 2.1], [1.9, 1.7, -0.2], [-1.3, -2.7, 1.5], [-3.2, 0.3, 0.7], [0.7, 0.6, 0.1], [1.0, 1.5, -1.7], [-0.3, 0.4, 1.2], [-2.5, 1.3, -0.9], [-0.7, 1.5, 0.8], [-1.2, -0.9, -0.5], [-0.7, 0.6, -0.6], [-0.7, 1.1, -2.5], [1.6, -0.6, -0.4], [0.5, -2.5, 0.4], [0.8, 2.6, -1.9]], "lowdin_charge": [-0.090, -0.471, 0.001, -0.003, 0.020, -0.100, 0.134, -0.044, 0.383, 0.146, 0.123, 0.026, 0.133, 0.125, 0.084, 0.145, 0.116, 0.137, 0.135]}